[1]
Formula: C14H38N5O8
Source: OMol25
Level of theory: ωB97M-V/def2-TZVPD

Relative energy (zero: lowest compared OMol25 entry of this formula, charge and spin) in kcal/mol: 0.0
DFT total energy in eV: -38957.35751
Multiplicity: 1
Total charge: -1
Kohn-Sham gap in eV: 2.4

Last column: Löwdin charge in e.
Positions of all 65 atoms, in Å:
O  4.23  -2.97  -1.62  -0.224
O  -3.89  -5.94  -1.00  -0.048
O  1.54  4.41  1.04  -0.199
O  -5.76  1.53  1.63  0.011
O  1.16  -1.62  3.44  -0.236
O  0.72  2.23  -3.77  -0.199
O  -3.91  -3.90  -1.20  -0.143
O  -3.50  -4.77  0.79  -0.163
N  -6.46  1.18  -0.48  0.160
N  -0.15  3.34  -1.15  -0.067
N  -6.98  2.92  0.48  0.150
N  2.65  -2.32  0.74  -0.066
N  -1.59  -0.51  0.87  0.297
C  3.93  -3.92  -0.57  -0.209
C  1.95  -2.82  3.08  -0.169
C  1.04  1.19  -4.70  -0.104
C  -6.37  1.83  0.62  -0.857
C  2.28  4.27  2.25  -0.112
C  -0.55  4.39  -0.20  -0.216
C  3.12  -2.49  2.10  -0.212
C  -3.81  -4.89  -0.43  -1.191
C  0.10  -1.85  4.37  -0.125
C  0.12  4.30  1.18  -0.219
C  5.26  -3.38  -2.47  -0.130
C  -0.96  3.36  -2.42  -0.184
C  2.55  -3.60  -0.02  -0.163
C  -0.63  2.14  -3.34  -0.239
H  -1.63  4.25  -0.11  0.110
H  -1.65  0.41  0.48  0.104
H  0.43  -2.33  5.29  0.080
H  -0.95  1.25  -2.80  0.100
H  -7.15  1.36  -1.20  0.112
H  4.82  -3.86  0.06  0.116
H  3.25  -1.76  0.15  0.089
H  -2.02  3.22  -2.17  0.105
H  -7.41  3.19  -0.40  0.116
H  -1.25  2.16  -4.23  0.114
H  -0.21  5.10  1.84  0.115
H  2.13  1.14  -4.71  0.084
H  3.63  -1.56  2.36  0.120
H  -0.53  -0.99  4.59  0.073
H  2.22  -4.37  0.66  0.116
H  0.76  1.51  -5.71  0.079
H  -0.12  3.36  1.69  0.102
H  0.55  0.24  -4.49  0.090
H  1.25  -3.56  2.69  0.114
H  3.37  4.30  2.20  0.084
H  -6.76  3.60  1.18  0.125
H  -2.02  -0.52  1.79  0.116
H  -0.29  5.36  -0.61  0.112
H  -0.73  4.30  -2.92  0.111
H  1.89  -3.64  -0.89  0.123
H  -0.61  -0.77  0.95  0.111
H  -0.54  -2.54  3.82  0.082
H  3.85  -3.30  2.21  0.101
H  2.43  -3.33  3.92  0.108
H  -2.09  -1.18  0.30  0.108
H  5.12  -4.39  -2.84  0.081
H  -6.07  0.25  -0.54  0.118
H  6.13  -3.35  -1.80  0.086
H  5.29  -2.75  -3.36  0.090
H  2.07  5.09  2.95  0.073
H  0.81  3.53  -1.38  0.097
H  1.97  3.42  2.85  0.079
H  3.95  -4.90  -1.05  0.114

---

[2]
Formula: CH2NO3PS
Source: OMol25
Level of theory: ωB97M-V/def2-TZVPD

Relative energy (zero: lowest compared OMol25 entry of this formula, charge and spin) in kcal/mol: 104.5
DFT total energy in eV: -28825.24055
Multiplicity: 1
Total charge: -2
Kohn-Sham gap (spin up / spin down) in eV: 5.1 / 4.4

Last column: Löwdin charge in e.
Positions of all 9 atoms, in Å:
S  1.26  2.57  0.03  0.228
P  -1.73  -0.06  0.07  0.396
O  -2.65  -0.30  1.27  -0.546
O  -0.77  -1.64  -0.05  -0.424
O  -2.41  0.11  -1.25  -0.514
N  1.91  -0.08  -0.21  -0.078
C  1.26  0.93  -0.03  -1.039
H  2.89  0.01  0.08  -0.006
H  0.24  -1.54  0.10  -0.017

---

[3]
Formula: C7H11N2O2P
Source: OMol25
Level of theory: ωB97M-V/def2-TZVPD

Relative energy (zero: lowest compared OMol25 entry of this formula, charge and spin) in kcal/mol: 90.1
DFT total energy in eV: -23798.24971
Multiplicity: 1
Kohn-Sham gap (spin up / spin down) in eV: 7.7 / 7.7

Last column: Löwdin charge in e.
Positions of all 23 atoms, in Å:
P  0.36  -0.83  -0.30  0.672
O  1.59  -0.48  0.62  -0.223
O  0.77  -1.18  -1.68  -0.292
N  -1.72  -0.15  0.17  -0.174
N  -0.68  0.61  -0.25  -0.047
C  2.91  -0.16  0.25  -0.247
C  -2.48  1.91  -0.27  -0.017
C  -2.80  0.59  0.23  -0.038
C  -1.93  -2.64  0.16  -0.116
C  3.25  1.36  0.34  -0.058
C  -1.12  1.88  -0.51  -0.029
C  -1.17  -1.38  0.53  -0.315
H  -1.08  -3.38  0.20  0.091
H  2.98  1.78  1.31  0.079
H  -3.21  2.62  -0.32  0.062
H  2.92  -0.43  -0.94  0.147
H  -3.80  0.06  0.42  0.161
H  -2.54  -2.95  1.03  0.064
H  -0.43  2.50  -0.82  0.060
H  2.74  1.97  -0.34  0.048
H  3.70  -0.76  0.63  0.099
H  4.25  1.55  0.21  0.043
H  -2.52  -2.51  -0.66  0.031

---

[4]
Formula: C8H10F2IN2O
Source: OMol25
Level of theory: ωB97M-V/def2-TZVPD

Relative energy (zero: lowest compared OMol25 entry of this formula, charge and spin) in kcal/mol: 0.0
DFT total energy in eV: -27012.00830
Multiplicity: 1
SMILES: COC[C@]([NH3+])(I)c1ncc(F)cc1F
Total charge: +1
Kohn-Sham gap in eV: 9.4

Last column: Löwdin charge in e.
Positions of all 24 atoms, in Å:
I  3.72  -0.37  0.77  0.948
F  -0.23  1.26  -2.10  0.065
F  -0.36  4.88  0.88  0.153
O  -0.58  -1.12  -0.51  -0.183
N  1.81  2.06  0.71  0.051
N  2.06  -0.47  -1.81  0.147
C  -1.72  -0.48  0.02  -0.050
C  0.58  -1.27  0.23  -0.118
C  1.38  3.29  1.06  0.002
C  0.19  3.79  0.46  -0.280
C  0.30  1.87  -1.01  -0.203
C  -0.26  3.08  -0.63  0.084
C  1.36  1.30  -0.23  -0.326
C  1.88  -0.10  -0.40  -0.677
H  1.11  -0.87  -2.14  0.199
H  -2.60  -1.03  0.10  0.073
H  -1.34  -0.09  1.04  0.127
H  2.58  -1.38  -1.81  0.156
H  0.93  -2.25  0.12  0.095
H  -1.10  3.50  -1.33  0.185
H  0.62  -0.93  1.29  0.124
H  -1.96  0.42  -0.58  0.090
H  2.57  0.07  -2.48  0.167
H  1.87  3.83  1.98  0.168